DFT (wB97M-V/def2-TZVPD) results for a 2-piece molecular cluster, C4H11NO2 overall at a distorted geometry.

```
18
Properties=species:S:1:pos:R:3:forces:R:3
C -1.453100 0.837693 2.382359 0.094 2.247 -0.894
N -0.686921 1.402785 1.205986 -3.259 -1.663 -0.008
C -0.614021 0.389633 0.089949 3.507 2.475 1.624
C 0.195582 1.189999 -1.014064 1.348 -0.535 2.227
C 0.956224 0.250258 -1.853396 0.586 -1.888 -1.895
O 0.423299 -0.437118 -2.711254 0.474 0.725 0.779
H -1.401078 1.531528 3.204311 0.794 0.488 0.478
H -0.996546 -0.070713 2.712936 -0.496 -1.077 0.161
H -2.556983 0.939098 2.264589 0.743 -1.174 -0.683
H 0.211089 1.678174 1.494692 1.280 0.140 0.362
H -1.580993 0.175305 -0.249272 -1.228 -0.664 -0.393
H -0.012872 -0.475258 0.455488 -0.799 0.050 -0.550
H -0.529790 1.714030 -1.565465 -0.598 0.927 -0.890
H 0.949496 1.872788 -0.500296 -1.194 -0.621 -0.600
H 2.092895 0.073251 -1.717153 -1.274 0.564 0.277
H 1.698972 -2.344689 0.728577 -0.666 -0.828 0.235
H 1.351464 -3.813284 1.112515 0.190 -0.064 -0.022
O 0.961037 -2.951036 0.959765 0.497 0.898 -0.208
```
Forces are in eV/Å.

Output
**Orbital gap**: 9.67 eV
**HOMO level**: -9.1 eV
**Energy relative to the best compared isomer or geometry (same formula, charge and spin)**: 54.9 kcal/mol
**SMILES**: CNCCC=O.O

Atomic partial charges in e from the Mulliken method, atoms 1 to 5: number 1, C, carries -0.928; number 2, N, carries -0.434; number 3, C, carries -0.141; number 4, C, carries -0.381; number 5, C, carries -0.013

=====

DFT (wB97M-V/def2-TZVPD) results for a 3-piece molecular cluster, C4H11NO2 overall at a distorted geometry.

```
18
Properties=species:S:1:pos:R:3:forces:R:3
C -0.907818 2.574184 0.736124 -1.206 -0.037 1.418
C 0.061302 1.802816 -0.149832 0.841 -0.939 0.526
C 0.622666 0.553952 0.136027 -5.433 0.658 -1.375
N 0.616054 -0.408937 -0.888304 5.164 0.168 1.005
C 1.367203 -1.488199 -0.729796 -1.789 2.025 -1.841
H -0.825217 3.683662 0.659658 0.185 -0.788 -0.063
H -2.124732 2.386421 0.443144 3.494 0.035 0.850
H -0.697432 2.314129 1.873209 -0.846 0.340 -2.259
H 0.421431 2.272394 -1.065196 -0.777 -0.324 -0.290
H 0.393181 0.102899 1.063598 0.222 -0.129 1.829
H 2.106104 -1.495118 -1.511819 0.064 -1.427 -0.790
H 1.291688 -2.347255 -0.069519 0.097 0.421 1.013
H -2.665355 0.332406 -3.731873 0.877 -0.932 0.054
H -2.067999 -0.512958 -4.836672 0.167 -0.140 0.239
O -2.019020 -0.403735 -3.875750 -1.055 1.059 -0.306
H 1.125442 -2.662925 3.425416 0.280 -0.341 0.384
H 1.561032 -3.383921 4.731616 -0.124 0.121 -0.028
O 1.741475 -3.319817 3.789968 -0.160 0.229 -0.365
```
Forces are in eV/Å.

Output
**Orbital gap**: 7.34 eV
**HOMO level**: -7.6 eV
**Energy relative to the best compared isomer or geometry (same formula, charge and spin)**: 133.2 kcal/mol
**SMILES**: C=N/C=C/C.O.O

Atomic partial charges in e from the Mulliken method, atoms 1 to 5: number 1, C, carries -0.884; number 2, C, carries -0.119; number 3, C, carries -0.280; number 4, N, carries -0.283; number 5, C, carries -0.277

=====

DFT (wB97M-V/def2-TZVPD) results for a 2-piece molecular cluster, C4H11NO2 overall.

```
18
Properties=species:S:1:pos:R:3:forces:R:3
N -0.580478 0.657262 1.382744 0.173 0.623 -0.037
C 0.313975 -0.043478 0.604463 -0.050 0.111 0.185
C 1.128496 0.801224 -0.374467 0.298 -0.619 0.506
C 2.611374 0.482341 -0.166763 0.133 0.221 -0.234
C 0.652944 0.435536 -1.787314 0.087 -0.691 0.636
O 0.411012 -1.249085 0.638147 -0.247 -0.219 -0.217
H -0.242031 1.541781 1.748325 -0.489 -0.186 -0.275
H -1.286745 0.176757 1.920757 0.466 -0.191 0.134
H 0.987711 1.858580 -0.160373 -0.253 0.125 -0.075
H 2.935853 0.769495 0.832262 0.021 -0.111 0.110
H 2.851369 -0.565119 -0.343394 -0.263 -0.079 0.162
H 3.217967 1.049386 -0.865300 0.085 0.217 -0.189
H 0.967920 1.188734 -2.493253 -0.288 0.178 -0.337
H -0.408142 0.169516 -1.802794 -0.051 0.747 -0.207
H 1.112866 -0.510982 -2.048998 0.359 -0.122 -0.154
H -4.077894 -2.355676 1.045753 -0.381 0.307 -0.410
H -5.578633 -1.946502 0.640452 0.616 0.075 -0.145
O -5.017567 -2.459778 1.229760 -0.217 -0.387 0.548
```
Forces are in eV/Å.

Output
**Orbital gap**: 10.48 eV
**HOMO level**: -9.8 eV
**Energy relative to the best compared isomer or geometry (same formula, charge and spin)**: 8.4 kcal/mol
**SMILES**: CC(C)C(N)=O.O

Atomic partial charges in e from the Mulliken method, atoms 1 to 5: number 1, N, carries -0.388; number 2, C, carries 0.191; number 3, C, carries 0.815; number 4, C, carries -1.504; number 5, C, carries -1.426

=====

DFT (wB97M-V/def2-TZVPD) results for a 2-piece molecular cluster, C4H11NO2 overall at a distorted geometry.

```
18
Properties=species:S:1:pos:R:3:forces:R:3
C -1.349559 2.015474 2.193778 -1.385 -1.556 -0.278
C -0.387010 0.940620 1.768935 1.136 0.591 -0.714
O 0.800288 1.173612 1.703001 -0.026 -0.217 0.079
O -0.906394 -0.230627 1.445646 -1.420 -0.208 0.699
H -2.368706 1.630905 2.276587 0.055 -0.239 -0.094
H -1.431128 2.821197 1.471875 0.681 0.332 0.321
H -1.059605 2.215249 3.202524 0.318 1.083 0.445
C 0.133436 -1.156113 -2.279078 -1.489 -0.258 -0.764
C 1.078424 -1.683294 -3.363186 -1.222 -0.313 0.501
N 0.580474 -0.820984 -0.942657 1.148 0.195 -0.154
H -0.422605 -0.312538 -2.695464 0.275 0.337 0.110
H -0.688058 -1.876085 -2.194543 0.224 -0.340 0.170
H 1.532557 -2.611056 -3.036241 0.806 0.120 0.188
H 1.730294 -0.925137 -3.771765 0.482 -0.099 0.020
H 0.896857 0.145780 -0.951121 -0.020 -0.061 0.290
H -0.251432 -0.900243 1.212492 0.453 0.363 -0.459
H 1.426336 -1.351095 -0.738518 -0.112 -0.019 0.088
H 0.398278 -2.047330 -4.133080 0.094 0.290 -0.448
```
Forces are in eV/Å.

Output
**Orbital gap**: 10.50 eV
**HOMO level**: -9.6 eV
**Energy relative to the best compared isomer or geometry (same formula, charge and spin)**: 17.1 kcal/mol
**SMILES**: CC(=O)O.CCN

Atomic partial charges in e from the Mulliken method, atoms 1 to 5: number 1, C, carries -0.905; number 2, C, carries 0.692; number 3, O, carries -0.576; number 4, O, carries -0.451; number 5, H, carries 0.309

=====

DFT (wB97M-V/def2-TZVPD) results for one molecule with the formula C4H11NO2 at a distorted geometry.

```
18
Properties=species:S:1:pos:R:3:forces:R:3
C 0.533218 -0.686333 0.482061 -1.060 -0.115 -3.309
C 0.089346 1.533356 -0.324008 -0.108 -2.926 -1.023
C 0.019682 -1.089149 -1.257566 0.709 -1.812 2.629
C -1.264323 1.842759 0.297184 -0.186 -0.127 -0.464
N 1.615454 -1.497445 0.836765 -0.466 -0.323 -0.800
O 0.898941 0.628366 0.457632 0.205 0.895 0.728
O -0.512179 -0.882654 1.351152 -0.819 0.288 1.013
H -1.108070 -1.619610 1.179279 0.507 -0.038 -0.489
H 1.619133 -1.859934 1.778905 0.362 0.243 -0.327
H 2.435922 -1.362308 0.265441 0.124 -0.154 0.700
H 0.706289 2.432019 -0.365074 -0.087 -0.187 -0.674
H -0.038990 0.770069 -1.287776 0.225 3.531 1.761
H 0.963614 -1.144146 -1.798110 -0.142 0.190 -0.228
H -0.812959 -0.723017 -1.857372 0.153 0.679 0.286
H -0.298481 -2.118340 -1.075849 0.296 -0.292 0.010
H -1.941247 0.986888 0.230455 0.122 0.096 0.039
H -1.721857 2.667758 -0.257837 0.031 -0.012 0.087
H -1.183491 2.121721 1.344720 0.132 0.062 0.062
```
Forces are in eV/Å.

Output
**Orbital gap**: 10.00 eV
**HOMO level**: -9.1 eV
**Energy relative to the best compared isomer or geometry (same formula, charge and spin)**: 65.0 kcal/mol
**SMILES**: CCO[C@@](C)(N)O

Atomic partial charges in e from the Mulliken method, atoms 1 to 5: number 1, C, carries 0.664; number 2, C, carries -0.102; number 3, C, carries -1.361; number 4, C, carries -1.038; number 5, N, carries -0.500

=====

DFT (wB97M-V/def2-TZVPD) results for one molecule with the formula C4H11NO2 at a distorted geometry.

```
18
Properties=species:S:1:pos:R:3:forces:R:3
C -0.246700 -0.387582 -0.460442 0.437 -1.097 -0.759
C 0.035331 -0.570043 0.998089 1.728 0.381 0.939
C 0.496506 -2.005245 1.466865 -0.522 0.729 0.643
O -1.239794 -0.158234 1.588999 1.261 -0.185 1.298
N -0.646336 0.875098 -0.875864 -1.754 2.113 -0.533
C 0.224373 1.944360 -1.105182 0.751 0.686 -1.541
O 0.430432 2.176959 -2.598990 -0.366 0.428 1.690
H 0.286032 -0.850461 -1.267455 2.034 -0.700 0.286
H -1.037441 -1.027390 -0.478959 -3.224 -1.472 -0.636
H 0.917060 0.110815 1.169312 -1.014 -0.178 0.908
H 1.531007 -2.274244 1.144932 -0.792 0.416 0.235
H 0.433891 -1.991647 2.596594 0.358 -0.070 -1.162
H -0.192455 -2.806209 1.157429 0.124 0.364 -0.155
H -1.196882 -0.001406 2.574534 0.384 -0.389 -1.701
H -1.430956 0.929629 -1.540446 0.488 -0.230 0.909
H 1.219738 1.819955 -0.678344 -0.020 -0.490 0.175
H -0.161889 2.882706 -0.645049 0.119 -0.313 -1.077
H 0.578082 1.332940 -3.046022 0.007 0.007 0.480
```
Forces are in eV/Å.

Output
**Orbital gap**: 9.50 eV
**HOMO level**: -8.6 eV
**Energy relative to the best compared isomer or geometry (same formula, charge and spin)**: 61.0 kcal/mol
**SMILES**: C[C@H](O)CNCO

Atomic partial charges in e from the Mulliken method, atoms 1 to 5: number 1, C, carries -1.136; number 2, C, carries 0.508; number 3, C, carries -1.100; number 4, O, carries -0.537; number 5, N, carries -0.150

=====

DFT (wB97M-V/def2-TZVPD) results for a 2-piece molecular cluster, C4H11NO2 overall at a distorted geometry.

```
18
Properties=species:S:1:pos:R:3:forces:R:3
N -1.593338 -0.031291 -0.523161 1.460 1.720 0.320
C -0.804626 1.062192 -0.871748 -0.505 -1.083 -0.965
C 0.666885 0.940399 -0.498528 0.349 -0.744 0.671
C 0.906111 0.739443 1.001082 0.960 0.276 0.377
C 1.314986 -0.226918 -1.294641 -0.254 1.091 -0.053
O -1.230465 1.923967 -1.606641 0.006 0.576 0.076
H -1.055563 -0.715688 -0.027585 -0.742 -0.948 -0.122
H -2.402945 -0.187087 -1.097684 -0.001 -0.347 0.234
H 1.186486 1.841252 -0.814717 -0.291 0.205 -0.050
H 0.895464 1.685765 1.546967 -0.667 -0.061 0.039
H 0.286384 -0.020108 1.471889 -0.297 0.158 -0.018
H 1.930815 0.401954 1.206817 -0.031 -0.131 -0.431
H 2.389751 -0.155230 -1.135721 0.055 -0.189 -0.050
H 1.106417 -0.033181 -2.347857 0.082 -0.406 -0.085
H 0.965298 -1.208624 -0.992587 -0.095 -0.096 0.002
H -1.800386 -1.236120 2.058883 0.116 -0.744 0.122
H -1.372316 -2.760368 2.268453 -0.175 0.292 0.262
O -1.388957 -2.020358 1.656779 0.029 0.431 -0.330
```
Forces are in eV/Å.

Output
**Orbital gap**: 9.97 eV
**HOMO level**: -9.4 eV
**Energy relative to the best compared isomer or geometry (same formula, charge and spin)**: 6.8 kcal/mol
**SMILES**: CC(C)C(N)=O.O

Atomic partial charges in e from the Mulliken method, atoms 1 to 5: number 1, N, carries -0.377; number 2, C, carries 0.432; number 3, C, carries 0.378; number 4, C, carries -1.060; number 5, C, carries -1.310

=====

no.,energy (eV)
1,-9909.863
2,-9906.467
3,-9911.877
4,-9911.500
5,-9909.422
6,-9909.598
7,-9911.945